Formula: C60H50N3OP3SiZn
Source: OMol25
Level of theory: the ωB97M-V functional and the def2-TZVPD basis

Cartesian coordinates (Å):
Zn  -0.551  -0.159  1.056
C  4.071  -1.784  -4.350
C  3.254  -0.720  -4.703
C  2.101  -0.448  -3.973
C  1.764  -1.228  -2.873
C  2.602  -2.285  -2.515
C  3.741  -2.571  -3.252
P  0.260  -0.965  -1.839
C  -1.063  -1.548  -3.008
C  -2.390  -1.359  -2.600
C  -3.445  -1.904  -3.312
C  -3.195  -2.686  -4.436
C  -1.887  -2.915  -4.830
C  -0.827  -2.352  -4.121
C  0.002  0.885  -1.919
C  -0.683  1.363  -2.969
C  -1.050  2.787  -3.259
C  0.400  3.900  -2.164
C  1.424  3.039  -1.419
C  0.791  1.738  -0.879
Si  1.752  0.280  0.165
C  -0.407  3.044  1.411
C  0.029  3.451  2.659
C  -0.873  4.052  3.531
C  -2.179  4.296  3.132
C  -2.615  3.911  1.866
C  -1.733  3.282  1.003
P  -2.015  2.511  -0.618
C  -3.809  2.699  -0.947
C  -4.642  2.076  -0.005
C  -6.009  1.992  -0.203
C  -6.576  2.505  -1.365
C  -5.764  3.097  -2.316
C  -4.390  3.190  -2.114
C  -1.172  3.614  -1.936
C  0.226  3.584  -3.663
C  -0.068  4.778  -4.520
C  -0.933  5.746  -4.220
C  -1.767  5.840  -3.016
C  -1.897  4.936  -2.042
C  2.844  1.072  1.548
C  3.595  2.249  1.406
C  4.456  2.686  2.400
C  4.623  1.938  3.560
C  3.932  0.746  3.706
C  3.052  0.310  2.714
P  2.069  -1.221  2.918
C  0.820  -0.781  4.191
C  -0.049  -1.782  4.637
C  -1.065  -1.501  5.537
C  -1.252  -0.202  5.993
C  -0.426  0.809  5.526
C  0.599  0.523  4.630
C  3.284  -2.284  3.797
C  3.049  -2.970  4.984
C  3.961  -3.911  5.452
C  5.119  -4.179  4.741
C  5.373  -3.489  3.562
C  4.462  -2.558  3.092
H  4.963  -1.997  -4.925
H  3.511  -0.097  -5.551
H  1.458  0.372  -4.268
H  2.356  -2.875  -1.638
H  4.378  -3.400  -2.968
H  -2.588  -0.758  -1.715
H  -4.463  -1.726  -2.987
H  -4.016  -3.116  -4.996
H  -1.683  -3.531  -5.698
H  0.190  -2.536  -4.448
H  -1.053  0.655  -3.700
H  -1.879  2.853  -3.963
H  0.642  4.941  -1.954
H  2.388  3.008  -1.935
H  1.069  3.317  2.933
H  -0.546  4.357  4.518
H  -2.859  4.810  3.800
H  -3.635  4.106  1.557
H  -4.201  1.653  0.891
H  -6.633  1.515  0.542
H  -7.643  2.429  -1.532
H  -6.196  3.494  -3.227
H  -3.776  3.661  -2.870
H  1.017  2.977  -4.103
H  0.462  4.841  -5.464
H  -1.048  6.560  -4.928
H  -2.348  6.752  -2.924
H  -2.559  5.183  -1.218
H  3.485  2.851  0.515
H  4.999  3.616  2.272
H  5.291  2.280  4.342
H  4.079  0.138  4.591
H  0.059  -2.793  4.255
H  -1.722  -2.294  5.871
H  -2.043  0.020  6.699
H  -0.575  1.831  5.854
H  1.229  1.328  4.274
H  2.159  -2.760  5.564
H  3.764  -4.432  6.381
H  5.821  -4.922  5.100
H  6.283  -3.682  3.006
H  4.659  -2.029  2.165
N  1.365  3.656  -0.070
C  0.527  2.752  0.287
N  -0.981  -2.508  1.422
C  -1.118  -3.522  0.884
N  -1.274  -4.671  0.263
C  -1.206  -4.774  -1.197
C  -0.190  -5.837  -1.561
O  -0.462  -7.062  -0.895
C  -0.426  -6.915  0.514
C  -1.482  -5.929  0.977
H  -0.923  -3.808  -1.610
H  -2.192  -5.046  -1.583
H  0.818  -5.488  -1.304
H  -0.233  -6.046  -2.628
H  0.564  -6.566  0.831
H  -0.611  -7.900  0.938
H  -1.419  -5.756  2.049
H  -2.476  -6.314  0.733

The relative energy (zero: lowest compared OMol25 entry of this formula, charge and spin) is 1.798 eV. The calculation puts the strongest force on any atom at 0.64 eV Å⁻¹. Its LUMO energy is -0.009 hartree. For the HOMO energy, the calculation gives -6.13 eV. The total energy comes out at -153704.803 eV. The gap between HOMO and LUMO is 0.2165 Ha.



Formula: C60H60BrCl2FN4O14PS
Source: OMol25
Level of theory: the ωB97M-V functional and the def2-TZVPD basis

Cartesian coordinates (Å):
C  -0.947  1.314  5.891
C  -1.162  1.087  4.496
C  -1.234  0.472  2.941
C  -2.213  -0.860  2.696
C  -3.517  -0.321  3.613
C  -3.626  -0.659  5.252
C  -4.973  -0.065  5.879
C  -6.001  0.709  4.936
N  -6.028  0.998  3.481
C  -4.755  0.439  2.946
C  -2.478  -0.929  1.005
C  -3.745  -1.846  0.499
O  -3.909  -2.105  -0.923
O  -4.531  -3.261  -1.075
C  -2.388  0.454  0.174
C  -3.104  0.850  -1.176
C  -4.782  0.917  -1.182
Br  -2.492  0.079  -2.943
N  -1.346  -1.943  0.673
S  -0.346  -1.596  -0.771
C  -0.663  -2.710  1.833
C  -1.061  -4.331  1.678
C  -0.378  -5.096  0.362
F  0.591  -6.170  0.783
N  0.737  -2.707  1.604
C  1.694  -1.605  1.775
C  3.013  -2.012  0.814
C  3.729  -0.679  0.152
C  -1.534  -2.326  3.210
P  -0.110  -2.079  4.547
N  1.053  -3.196  4.570
C  -2.316  -3.442  4.074
Cl  -1.486  -4.583  5.376
C  -3.746  -3.836  4.146
C  -4.364  -5.064  5.109
Cl  -5.059  -3.019  3.238
H  -0.402  1.558  6.925
H  -0.122  0.292  2.635
H  -1.561  1.466  2.447
H  -2.796  -1.244  5.846
H  -5.178  -0.201  7.031
H  -6.958  1.149  5.504
H  -4.709  0.570  1.759
H  -4.794  -1.422  0.884
H  -3.736  -2.963  0.930
H  -3.883  -4.022  -1.026
H  -1.276  0.901  0.157
H  -2.922  1.269  0.882
H  -2.839  2.016  -1.340
H  -5.277  0.320  -0.320
H  -5.080  0.358  -2.193
H  -5.172  2.024  -1.315
H  -1.774  -2.809  0.218
H  0.326  -0.368  -0.601
H  -2.221  -4.495  1.524
H  -0.621  -4.980  2.580
H  -1.235  -5.621  -0.271
H  0.211  -4.386  -0.347
H  1.313  -3.574  1.829
H  1.379  -0.544  1.325
H  2.201  -1.494  2.850
H  2.559  -2.632  -0.074
H  3.758  -2.664  1.470
H  4.557  -1.073  -0.580
H  4.216  0.016  0.967
H  2.927  -0.100  -0.516
H  -0.710  -1.892  5.866
H  0.693  -0.878  4.270
H  0.757  -3.911  3.878
H  -4.235  -4.808  6.266
H  -3.823  -6.098  4.855
H  -5.501  -5.252  4.940
C  8.773  0.909  3.629
C  7.900  1.266  2.682
C  6.604  0.574  2.536
O  5.804  0.899  1.669
C  6.310  -0.526  3.476
C  7.184  -0.883  4.422
C  8.480  -0.191  4.569
O  9.279  -0.516  5.436
H  9.728  1.406  3.749
H  8.100  2.072  1.986
H  5.355  -1.022  3.355
H  6.984  -1.688  5.119
C  -3.500  -4.177  -7.645
C  -3.363  -2.879  -7.929
C  -3.112  -1.885  -6.866
O  -2.988  -0.696  -7.125
C  -3.016  -2.382  -5.479
C  -3.154  -3.681  -5.196
C  -3.405  -4.675  -6.258
O  -3.529  -5.864  -6.000
H  -3.686  -4.919  -8.412
H  -3.430  -2.498  -8.941
H  -2.831  -1.640  -4.712
H  -3.087  -4.061  -4.183
C  6.959  -4.002  -4.319
C  6.456  -4.147  -3.089
C  5.803  -3.022  -2.391
O  5.345  -3.153  -1.264
C  5.725  -1.732  -3.105
C  6.227  -1.588  -4.336
C  6.880  -2.713  -5.033
O  7.339  -2.582  -6.160
H  7.442  -4.817  -4.845
H  6.505  -5.086  -2.552
H  5.242  -0.917  -2.580
H  6.178  -0.648  -4.873
C  5.266  5.774  2.927
C  3.999  6.188  3.019
C  2.881  5.345  2.552
O  1.721  5.724  2.634
C  3.217  4.025  1.982
C  4.485  3.611  1.890
C  5.603  4.454  2.357
O  6.763  4.075  2.275
H  6.098  6.380  3.264
H  3.736  7.153  3.436
H  2.386  3.419  1.645
H  4.748  2.646  1.473
C  2.473  10.657  1.991
C  1.600  11.014  1.045
C  0.304  10.322  0.898
O  -0.496  10.647  0.031
C  0.010  9.222  1.838
C  0.884  8.865  2.784
C  2.180  9.557  2.931
O  2.979  9.232  3.798
H  3.428  11.153  2.112
H  1.800  11.819  0.348
H  -0.945  8.726  1.717
H  0.684  8.060  3.481
C  -5.900  -0.231  -11.141
C  -5.763  1.068  -11.425
C  -5.512  2.062  -10.362
O  -5.388  3.251  -10.621
C  -5.416  1.564  -8.975
C  -5.554  0.266  -8.692
C  -5.805  -0.728  -9.754
O  -5.929  -1.917  -9.496
H  -6.086  -0.973  -11.908
H  -5.830  1.448  -12.437
H  -5.231  2.306  -8.208
H  -5.487  -0.115  -7.679

As for the net charge: +1. The calculation puts the strongest force on any atom at 9.96 eV Å⁻¹. Its LUMO energy is -0.121 hartree. For the HOMO energy, the calculation gives -11.01 eV. The total energy comes out at -215706.449 eV. The gap between HOMO and LUMO is 0.2835 Ha.